{"formula": "CH4ClN", "method": "ωB97M-V/def2-TZVPD", "species": ["C", "N", "Cl", "H", "H", "H", "H"], "coordinates": [[0.075909, -0.372322, -0.379271], [-0.069481, 0.943984, -0.043982], [1.665918, -0.837058, -0.523510], [-0.630462, -0.914918, -1.116474], [-0.553888, -1.352284, 1.224784], [0.446729, 1.092083, 0.806970], [-0.934725, 1.440515, 0.031483]], "forces_ev_per_angstrom": [[-4.22, -2.40, 1.50], [0.78, 0.67, 0.18], [1.79, -0.68, -0.27], [1.24, 1.48, 1.31], [0.82, 1.07, -2.33], [0.31, 0.45, 0.01], [-0.72, -0.60, -0.39]], "nbo_charge": [-0.07, -0.82, 0.05, 0.24, -0.18, 0.38, 0.40], "relative_energy_ev": 3.479}

---

{"formula": "C47H101N5O7", "method": "ωB97M-V/def2-TZVPD", "species": ["C", "C", "C", "C", "C", "C", "C", "C", "C", "N", "O", "H", "H", "H", "H", "H", "H", "H", "H", "H", "H", "H", "H", "H", "H", "H", "H", "H", "H", "H", "C", "C", "C", "C", "C", "C", "C", "C", "C", "N", "O", "H", "H", "H", "H", "H", "H", "H", "H", "H", "H", "H", "H", "H", "H", "H", "H", "H", "H", "H", "C", "C", "C", "C", "C", "C", "C", "C", "C", "N", "O", "H", "H", "H", "H", "H", "H", "H", "H", "H", "H", "H", "H", "H", "H", "H", "H", "H", "H", "H", "C", "C", "C", "C", "C", "C", "C", "C", "C", "N", "O", "H", "H", "H", "H", "H", "H", "H", "H", "H", "H", "H", "H", "H", "H", "H", "H", "H", "H", "H", "C", "C", "C", "C", "C", "C", "C", "C", "C", "N", "O", "H", "H", "H", "H", "H", "H", "H", "H", "H", "H", "H", "H", "H", "H", "H", "H", "H", "H", "H", "O", "C", "C", "O", "H", "H", "H", "H", "H", "H"], "coordinates": [[6.786024, -3.768901, -3.106074], [6.810494, -3.711331, -4.735104], [8.178924, -4.268361, -5.086484], [5.589234, -4.546551, -5.232764], [5.473464, -4.497841, -6.773034], [5.322934, -3.073131, -7.314634], [6.373184, -2.126771, -6.754304], [7.648614, -2.302491, -7.631934], [5.754864, -0.745491, -6.909334], [6.588664, -2.353451, -5.272394], [7.471474, -1.354091, -4.721624], [5.745804, -3.704651, -2.786824], [7.268764, -4.699271, -2.806934], [7.393094, -2.994181, -2.637714], [9.080824, -3.995671, -4.538474], [8.333734, -5.346461, -5.043874], [8.443984, -4.150101, -6.137134], [5.926714, -5.558281, -5.007784], [4.716354, -4.236481, -4.658274], [6.329254, -4.971211, -7.254314], [4.563224, -4.988571, -7.117644], [4.297504, -2.827991, -7.038084], [5.313484, -3.197901, -8.397434], [7.711244, -1.780991, -8.587034], [7.821624, -3.324871, -7.967924], [8.506024, -2.067731, -7.001194], [6.448134, -0.010661, -6.500054], [4.901224, -0.665431, -6.236284], [5.608324, -0.459231, -7.950814], [8.241264, -1.532511, -5.266774], [-7.605796, -4.365711, 4.816896], [-7.522746, -5.022341, 3.447156], [-6.841696, -4.008121, 2.487486], [-6.563106, -6.253961, 3.667056], [-6.430786, -7.219891, 2.407496], [-7.877946, -7.629341, 1.970166], [-8.894806, -6.468011, 1.840826], [-8.902166, -5.964821, 0.362646], [-10.262306, -7.182681, 2.064766], [-8.839536, -5.470971, 2.927096], [-9.700066, -4.370491, 2.623086], [-8.105366, -3.397531, 4.851056], [-8.219686, -4.956541, 5.496716], [-6.624686, -4.241311, 5.275176], [-5.922796, -3.580541, 2.888646], [-6.598816, -4.501521, 1.546386], [-7.475346, -3.185881, 2.155066], [-5.618706, -5.920121, 4.096866], [-6.952696, -6.851951, 4.490916], [-5.842156, -6.706791, 1.647016], [-5.868316, -8.130151, 2.615206], [-8.092716, -8.400511, 2.709936], [-7.751026, -8.127491, 1.008996], [-9.778286, -5.371941, 0.099926], [-8.930416, -6.785261, -0.354424], [-8.040776, -5.326291, 0.166726], [-10.389426, -7.310051, 3.139816], [-10.298506, -8.129141, 1.525326], [-10.964086, -6.411131, 1.748036], [-10.299206, -4.380141, 3.373106], [2.948484, -2.659031, 7.592846], [4.201324, -3.628261, 7.323716], [3.673334, -4.784531, 6.392316], [5.222834, -2.643431, 6.583336], [6.677834, -3.203481, 6.503036], [7.202584, -3.534221, 7.901556], [6.227324, -4.554181, 8.674256], [6.449994, -5.965291, 8.128596], [6.749604, -4.629491, 10.158066], [4.813184, -4.115421, 8.613676], [3.991664, -4.795581, 9.503126], [2.693754, -2.017281, 6.749416], [2.167724, -3.215221, 8.111646], [3.229864, -1.980471, 8.398116], [3.156634, -4.495431, 5.477146], [4.478644, -5.450861, 6.083176], [2.931494, -5.371571, 6.933776], [4.851874, -2.376741, 5.593706], [5.232744, -1.683151, 7.098956], [6.709384, -4.073991, 5.847806], [7.368564, -2.566001, 5.951106], [7.238184, -2.578481, 8.424436], [8.233724, -3.878631, 7.822526], [7.414544, -6.362811, 8.444346], [6.371734, -5.958621, 7.041426], [5.667444, -6.632571, 8.489786], [7.729434, -5.104851, 10.203546], [6.065994, -5.182451, 10.802286], [6.871234, -3.694221, 10.704506], [3.848514, -5.691861, 9.190426], [-5.791556, 6.020749, 1.242686], [-6.357426, 4.590569, 1.257966], [-5.652296, 3.770859, 0.100746], [-5.920366, 3.928669, 2.634396], [-6.687456, 4.339769, 3.931286], [-8.126846, 4.172939, 3.604176], [-8.639156, 4.972229, 2.408446], [-10.158006, 4.674639, 2.170716], [-8.564796, 6.533059, 2.767936], [-7.860846, 4.645019, 1.154786], [-8.294196, 5.282899, -0.004104], [-5.706046, 6.600029, 2.162036], [-4.814086, 6.025419, 0.760356], [-6.332906, 6.575459, 0.476286], [-5.673626, 2.706019, 0.332596], [-6.129736, 4.024549, -0.845714], [-4.602256, 3.997099, -0.084584], [-5.646666, 2.878879, 2.528986], [-4.950686, 4.359419, 2.883946], [-6.415576, 3.617829, 4.701336], [-6.340526, 5.284649, 4.349556], [-8.765046, 4.256109, 4.483896], [-8.247776, 3.107419, 3.408836], [-10.383216, 3.615689, 2.044116], [-10.527396, 5.294059, 1.353446], [-10.757396, 4.899089, 3.053026], [-7.648486, 6.907379, 3.224416], [-9.353556, 6.727639, 3.494616], [-8.617796, 7.203509, 1.910156], [-8.895866, 4.599359, -0.308044], [5.142204, 9.466239, -7.412224], [3.719154, 9.074159, -7.134764], [2.662964, 10.039229, -7.831274], [3.526364, 7.740609, -7.856974], [2.306874, 6.945689, -7.313464], [2.460074, 6.710369, -5.807914], [2.630234, 7.986309, -4.947544], [1.268704, 8.692589, -4.696974], [3.254994, 7.516379, -3.610064], [3.549714, 8.900249, -5.641414], [3.681024, 10.135829, -5.059434], [5.350274, 10.493749, -7.113834], [5.902194, 8.911839, -6.861614], [5.386324, 9.304609, -8.462164], [1.679534, 9.601689, -7.659444], [2.453674, 10.981329, -7.324574], [2.866474, 10.180779, -8.892704], [3.308584, 7.974549, -8.899054], [4.439784, 7.148879, -7.917024], [1.338714, 7.413419, -7.492314], [2.127144, 5.999879, -7.824584], [3.211484, 5.999669, -5.463834], [1.538224, 6.216989, -5.499914], [0.440904, 7.997799, -4.555134], [0.970624, 9.217129, -5.604774], [1.507594, 9.394989, -3.898434], [2.749494, 6.639139, -3.206304], [3.161714, 8.353539, -2.918284], [4.333804, 7.455079, -3.466844], [4.254214, 9.964409, -4.308654], [0.637694, -0.265751, 0.341236], [0.553604, -1.189341, -0.637804], [1.328934, -0.411861, -1.827264], [2.648864, 0.033219, -1.527474], [1.484304, 0.163559, 0.197776], [1.121144, -2.102201, -0.456934], [-0.415156, -1.576001, -0.954224], [0.707014, 0.416469, -2.166634], [1.439554, -1.090891, -2.672724], [3.278394, -0.285851, -2.178244]], "forces_ev_per_angstrom": [[-0.12, 0.51, -1.87], [0.15, 0.46, 1.84], [1.27, -1.29, -1.64], [2.18, -0.21, -0.81], [-0.50, 0.54, 0.28], [-0.53, -1.77, 1.04], [-0.28, -0.02, -0.78], [0.38, -0.34, 0.56], [1.31, 0.86, 0.90], [-1.22, 0.39, 0.11], [-0.52, -1.32, -0.88], [0.16, -0.05, 0.32], [-0.43, -0.24, -0.06], [-0.20, 0.28, -0.30], [-0.42, 1.00, 0.44], [-0.96, -0.48, 0.48], [-0.11, 0.50, -0.08], [-0.70, -0.28, 0.43], [-0.10, -0.13, -0.34], [0.08, -0.27, 0.23], [0.14, -0.56, 0.14], [0.05, 0.73, 0.12], [0.37, 0.70, -0.13], [-0.37, 0.73, 0.36], [-0.27, -0.31, 0.41], [0.37, 0.29, -0.45], [0.16, 0.18, -0.10], [-0.37, -0.10, -0.53], [-0.47, -0.29, 0.08], [0.90, 0.49, 0.26], [-1.16, 0.11, 0.66], [1.35, 0.49, -0.77], [-0.07, -0.40, -0.68], [-0.73, -1.07, -0.93], [-0.58, 1.49, 0.83], [2.50, 0.85, 0.48], [-1.16, -1.71, -0.46], [0.23, 0.66, 0.47], [0.48, 1.28, 0.01], [1.09, -0.52, 0.61], [0.57, -0.24, -0.02], [0.14, 0.23, -0.50], [0.13, -0.42, 0.07], [0.05, -0.04, -0.20], [-0.01, -0.12, 0.17], [0.30, -0.18, 0.02], [-0.31, 0.02, 0.53], [0.20, 0.31, -0.58], [-0.49, -0.12, 0.04], [-0.27, 0.12, -0.30], [0.01, 0.05, 0.37], [-0.89, 0.19, 0.04], [-0.48, -0.02, -0.05], [-0.09, 0.15, 0.46], [0.29, -0.22, 0.25], [0.13, -0.16, -0.18], [0.01, -0.37, -0.08], [-0.37, 0.21, -0.10], [-0.68, -0.63, -0.18], [-0.18, 0.08, 0.03], [1.60, -0.91, 1.70], [-0.89, 1.18, -0.86], [0.62, 0.09, 0.59], [0.73, -1.17, 0.50], [-0.73, -0.28, -0.25], [-1.57, -0.03, -0.22], [1.73, 0.46, 0.66], [-0.45, 0.08, -0.51], [-0.61, 0.32, 0.11], [1.01, 1.75, -1.06], [-0.39, 0.35, -0.05], [-0.31, -0.65, -0.17], [-0.53, -0.10, -0.83], [0.43, 0.25, -0.04], [0.13, 0.63, 0.09], [0.06, -0.06, 0.07], [0.06, -0.12, 0.22], [-0.20, -0.46, -0.12], [0.06, -0.10, 0.44], [-0.34, -0.48, 0.15], [-0.10, 0.64, 0.33], [-0.09, -0.08, 0.43], [-0.12, -0.49, 0.31], [-0.06, 0.00, -0.17], [0.19, -0.17, -0.05], [0.03, -0.17, 0.14], [-0.06, -0.13, -0.25], [-0.02, -0.34, -0.25], [-0.16, 0.48, -0.53], [-0.01, -0.49, -0.37], [0.43, 0.38, -1.56], [0.60, 0.27, 1.23], [-1.03, 0.45, 0.40], [1.01, 1.49, 0.26], [0.69, -1.19, -0.97], [-0.93, -0.71, 0.19], [-0.23, 2.11, -0.50], [0.67, -0.04, 0.33], [0.19, -0.57, 0.01], [1.24, -2.43, 2.19], [-0.29, 0.37, 0.12], [-0.37, -0.33, 0.08], [0.42, -0.23, 0.47], [-0.48, 0.36, 0.32], [-0.44, -0.04, -0.30], [-0.27, -0.37, -0.02], [0.04, 0.40, 0.63], [-0.94, -0.27, 0.13], [0.51, 0.07, -0.70], [0.01, -0.14, 0.07], [-0.35, 0.33, -0.46], [-0.29, 0.80, -0.03], [-0.02, -0.23, -0.53], [0.37, -0.12, -0.61], [-0.09, -0.24, -0.07], [0.26, 0.49, 0.17], [0.26, -0.70, 0.27], [-0.15, 0.25, -0.19], [-0.69, -0.34, -0.28], [-0.13, 0.21, -0.65], [0.99, 1.03, 0.21], [-1.14, -0.48, 0.31], [-0.14, -0.31, 1.62], [-1.56, -0.72, -0.26], [0.92, -0.20, 0.45], [-0.69, -0.01, 0.14], [-0.19, -0.45, -1.04], [0.83, -0.26, -0.56], [-0.18, 1.63, 0.74], [0.98, -1.79, -2.14], [-0.37, 1.21, 1.04], [-0.15, 0.23, -0.36], [-0.41, -0.54, 0.22], [-0.14, 0.35, -0.15], [-0.05, -0.55, -0.66], [0.98, 0.37, -0.02], [0.00, 0.00, 0.15], [0.10, 0.14, -0.14], [-0.03, -0.21, 0.59], [0.17, 0.73, 0.06], [0.61, -0.25, -0.06], [0.51, 0.01, -0.81], [-0.20, 0.10, 0.35], [0.19, -0.03, 0.84], [0.22, 0.34, 0.06], [-0.96, 0.09, 0.02], [0.03, 0.11, 0.02], [-0.90, 0.01, 0.53], [0.27, -0.86, -1.27], [0.32, 0.30, 0.11], [-1.00, 0.95, 2.62], [2.87, 0.12, -3.54], [-0.99, -2.21, -1.42], [-0.47, 0.27, 1.11], [0.20, 0.23, 0.47], [0.36, -0.22, 0.43], [-0.43, 0.91, 0.20], [0.05, 0.22, 0.28], [-0.35, -0.14, -0.23], [-0.20, -0.13, 0.07]], "lowdin_charge": [-0.01, -0.47, -0.06, -0.11, -0.18, -0.16, -0.49, -0.03, -0.05, -0.09, -0.01, 0.07, 0.07, 0.07, 0.09, 0.08, 0.06, 0.11, 0.12, 0.10, 0.11, 0.12, 0.12, 0.09, 0.07, 0.07, 0.07, 0.09, 0.09, 0.06, -0.06, -0.49, -0.03, -0.12, -0.15, -0.14, -0.49, -0.03, -0.05, -0.09, -0.01, 0.08, 0.08, 0.08, 0.08, 0.06, 0.08, 0.11, 0.11, 0.09, 0.10, 0.11, 0.11, 0.07, 0.08, 0.07, 0.08, 0.08, 0.07, 0.10, -0.04, -0.41, -0.03, -0.12, -0.19, -0.12, -0.46, -0.05, -0.04, -0.12, -0.01, 0.08, 0.07, 0.07, 0.08, 0.06, 0.07, 0.11, 0.11, 0.09, 0.10, 0.11, 0.12, 0.08, 0.06, 0.08, 0.07, 0.07, 0.08, 0.08, -0.05, -0.43, -0.03, -0.12, -0.19, -0.18, -0.44, -0.04, -0.03, -0.13, -0.02, 0.08, 0.07, 0.08, 0.07, 0.07, 0.07, 0.11, 0.11, 0.11, 0.11, 0.12, 0.12, 0.08, 0.08, 0.08, 0.05, 0.07, 0.08, 0.10, -0.06, -0.48, -0.02, -0.15, -0.16, -0.14, -0.50, -0.01, -0.04, -0.13, -0.01, 0.08, 0.09, 0.09, 0.06, 0.07, 0.08, 0.11, 0.12, 0.10, 0.11, 0.11, 0.11, 0.08, 0.07, 0.08, 0.09, 0.06, 0.08, 0.10, -0.05, -0.26, -0.22, -0.07, 0.08, 0.10, 0.12, 0.11, 0.10, 0.09], "relative_energy_ev": 5.032}

---

Question: What is the formula in the first record?
Answer: CH4ClN

---

Question: Number 1 is which compound?
Answer: CH4ClN

---

Question: Which formula does entry 2 have?
Answer: C47H101N5O7